No. 1
A molecular structure, C9H21ClEuIO2P2 in a non-equilibrium geometry. Source: the OMol25 dataset; level of theory: the ωB97M-V functional and the def2-TZVPD basis.

Output
HOMO-LUMO gap (spin up / spin down) ... 5.82 / 8.02 eV
Net charge ... +2
Multiplicity ... 7
Expectation value of S² ... 12.14
E_HOMO (spin up / spin down) ... -0.5819 / -0.5790 hartree

Last column: Löwdin charge in e.
Positions of all 37 atoms, in Å:
C -0.001 -0.053 -5.230  -0.092
C 0.000 0.106 -3.743  -0.586
H 0.006 0.915 -5.768  0.122
H -0.905 -0.629 -5.509  0.106
H 0.895 -0.642 -5.510  0.106
O 0.009 1.077 -3.019  0.018
I -0.020 -2.185 -2.982  0.742
Eu -0.005 -0.545 -0.486  1.141
P 2.709 0.015 0.993  0.726
C 3.575 1.332 1.939  -0.264
C 3.518 -1.428 1.755  -0.280
H 4.582 -1.424 1.513  0.061
H 4.705 -0.190 -0.486  0.068
H 3.040 -2.334 1.388  0.016
H 3.145 -0.624 -1.304  0.015
H 3.262 1.379 2.990  0.058
H 3.400 -1.474 2.839  0.063
C 3.640 0.085 -0.610  -0.285
H 4.675 1.278 1.924  0.075
H 3.553 1.125 -0.969  0.050
H 3.295 2.309 1.537  0.044
P -2.700 0.073 0.999  0.727
C -3.554 1.405 1.946  -0.266
C -3.640 0.149 -0.609  -0.286
H -3.077 -2.281 1.395  0.016
H -4.612 -1.339 1.520  0.061
H -3.425 -1.404 2.855  0.062
C -3.544 -1.366 1.767  -0.278
H -3.152 -0.573 -1.301  0.016
H -4.713 -0.107 -0.475  0.068
H -4.657 1.364 1.925  0.075
H -3.251 2.375 1.536  0.044
H -3.531 1.192 -0.967  0.050
H -3.236 1.440 2.998  0.058
C 0.013 1.332 1.549  -0.171
O 0.025 2.156 2.371  0.092
Cl -0.025 -2.509 1.228  -0.175

***

No. 2
2 unconnected molecules or ions with the total composition C7H14IN2 in a non-equilibrium geometry. Source: the OMol25 dataset; level of theory: the ωB97M-V functional and the def2-TZVPD basis.

Output
Energy above the lowest of the compared OMol25 structures with the same formula, charge and spin ... 214.6 kJ/mol
HOMO-LUMO gap ... 8.71 eV
Net charge ... +1
E_HOMO ... -0.4538 hartree

Last column: Löwdin charge in e.
Positions of all 24 atoms, in Å:
C -1.924 -1.383 -0.400  -0.296
C -0.671 -0.002 1.305  -0.208
C -3.322 -1.297 -0.812  -0.020
C -0.924 -2.232 -1.182  -0.010
C 3.319 2.175 0.398  -0.202
C 1.273 1.904 -0.972  -0.078
C 2.300 1.414 -0.304  -0.815
N -1.499 -0.688 0.615  0.176
N -0.242 -0.216 2.560  0.160
I 2.681 -0.710 -0.245  0.835
H -3.426 -0.871 -1.910  0.156
H -3.596 -2.281 -0.820  0.048
H -4.045 -0.669 -0.094  0.150
H -0.179 -2.589 -0.492  0.055
H -1.509 -3.014 -1.725  0.104
H -0.389 -1.582 -1.967  0.118
H 3.213 3.354 0.419  0.138
H 3.376 1.873 1.440  0.065
H 4.330 2.043 0.070  0.067
H 0.569 1.457 -1.641  0.055
H -0.378 0.905 0.844  0.115
H 1.456 2.964 -1.126  0.075
H 0.370 0.470 2.962  0.115
H -0.784 -1.023 3.078  0.197

***

No. 3
A single CH7N2O2P molecule in a non-equilibrium geometry. Source: the OMol25 dataset; level of theory: the ωB97M-V functional and the def2-TZVPD basis.

Output
Energy above the lowest of the compared OMol25 structures with the same formula, charge and spin ... 209.0 kJ/mol
HOMO-LUMO gap ... 9.55 eV
Structure (SMILES) ... CN(N)P(O)O
Net charge ... 0
E_HOMO ... -0.3184 hartree

Last column: Löwdin charge in e.
Positions of all 13 atoms, in Å:
C -1.185 -1.041 -0.466  -0.131
N -0.714 1.365 0.021  -0.064
N -0.230 -0.019 0.146  -0.392
O 2.017 1.159 0.114  -0.274
O 1.855 -1.311 0.519  -0.282
P 1.430 -0.129 -0.545  0.738
H -0.552 -1.961 -0.404  0.067
H -1.861 -1.070 0.342  0.049
H -1.604 -0.957 -1.485  0.075
H -1.056 1.911 0.821  0.080
H -1.085 1.522 -0.938  0.086
H 1.498 1.844 0.507  0.035
H 1.490 -1.314 1.367  0.013

***

> What is the formula in the third record?

CH7N2O2P

***

> Among the records above, which one has the lowest net charge?

CH7N2O2P